A single F2H3N2PS molecule. Source: OMol25; level of theory: ωB97M-V/def2-TZVPD.

Frontier orbital gap (spin up / spin down)   8.4843 / 8.4842 eV
E_HOMO (spin up / spin down)   -0.3284 / -0.3283 Ha
ΔE to the lowest compared entry with this formula, charge and spin   39.78 kcal/mol
Structure (SMILES)   NNP(F)(F)=S
Molar mass   132.1 g mol⁻¹
DFT total energy   -1050.5691 Eh

CARTESIAN COORDINATES (ANGSTROEM)
N: 0.474 -0.345 0.079
N: 0.108 0.678 0.777
P: -0.450 2.507 -0.319
F: 1.036 2.455 -1.092
F: -1.293 1.814 -1.546
S: -1.000 4.230 0.230
H: 1.400 -0.154 -0.492
H: -0.196 -0.839 -0.703
H: -0.718 0.634 1.514

***

A single C13H18N6O3 molecule. Source: OMol25; level of theory: ωB97M-V/def2-TZVPD.

Frontier orbital gap   9.4491 eV
E_HOMO   -0.3199 Ha
ΔE to the lowest compared entry with this formula, charge and spin   0.00 kcal/mol
Structure (SMILES)   N#CCOc1nc(N2CCOCC2)nc(N2CCOCC2)n1
Molar mass   306.3 g mol⁻¹
DFT total energy   -1060.4373 Eh

CARTESIAN COORDINATES (ANGSTROEM)
N: -3.474 -2.452 -1.521
C: -2.803 -3.024 -0.793
C: -2.000 -3.820 0.116
O: -0.619 -3.513 0.073
C: -0.314 -2.222 0.259
N: -1.308 -1.366 0.399
C: -0.923 -0.087 0.552
N: -1.885 0.832 0.705
C: -1.580 2.235 0.817
C: -1.944 2.947 -0.499
O: -2.996 2.293 -1.178
C: -3.921 1.699 -0.301
C: -3.277 0.523 0.457
N: 0.347 0.311 0.603
C: 1.259 -0.653 0.469
N: 2.554 -0.315 0.558
C: 2.992 1.060 0.575
C: 3.698 1.374 -0.751
O: 4.757 0.475 -0.988
C: 4.296 -0.858 -1.039
C: 3.610 -1.258 0.273
N: 0.974 -1.952 0.282
H: -2.396 -3.668 1.131
H: -2.074 -4.877 -0.161
H: -2.163 2.646 1.649
H: -0.518 2.341 1.034
H: -1.099 2.940 -1.191
H: -2.223 3.992 -0.289
H: -4.740 1.340 -0.924
H: -4.313 2.449 0.403
H: -3.802 0.350 1.405
H: -3.320 -0.388 -0.142
H: 3.697 1.192 1.402
H: 2.124 1.701 0.716
H: 2.966 1.318 -1.571
H: 4.143 2.370 -0.728
H: 3.585 -0.978 -1.870
H: 5.176 -1.477 -1.222
H: 4.338 -1.223 1.091
H: 3.173 -2.253 0.199

***

A single C5H6ClNS molecule. Source: OMol25; level of theory: ωB97M-V/def2-TZVPD.

Frontier orbital gap   9.5264 eV
E_HOMO   -0.3292 Ha
ΔE to the lowest compared entry with this formula, charge and spin   62.18 kcal/mol
Structure (SMILES)   S/N=C/C=C\C=C\Cl
Molar mass   147.6 g mol⁻¹
DFT total energy   -1107.1512 Eh

CARTESIAN COORDINATES (ANGSTROEM)
S: -1.596 -2.823 0.133
N: -0.940 -1.313 -0.275
C: -1.430 -0.242 0.132
C: -0.773 1.073 -0.185
C: 0.528 1.305 -0.105
C: 1.521 0.355 0.329
C: 2.061 -0.612 -0.410
Cl: 3.340 -1.625 0.049
H: -0.871 -3.573 -0.659
H: -2.454 -0.324 0.658
H: -1.300 1.891 -0.569
H: 1.066 2.241 -0.023
H: 1.926 0.396 1.313
H: 1.724 -0.632 -1.511

***

A 2-piece molecular cluster, C4H14N2O overall. Source: OMol25; level of theory: ωB97M-V/def2-TZVPD.

Frontier orbital gap   9.9288 eV
E_HOMO   -0.3337 Ha
ΔE to the lowest compared entry with this formula, charge and spin   35.97 kcal/mol
Structure (SMILES)   CNCCCN.O
Molar mass   106.2 g mol⁻¹
DFT total energy   -345.5189 Eh

CARTESIAN COORDINATES (ANGSTROEM)
C: 0.405 -3.179 0.031
N: -0.172 -1.900 0.506
C: 0.894 -0.885 0.508
C: 0.475 0.375 1.226
C: -0.464 1.293 0.468
N: 0.200 2.259 -0.476
H: 0.815 -3.059 -0.984
H: -0.396 -3.910 0.081
H: 1.326 -3.411 0.546
H: -0.934 -1.567 -0.066
H: 1.213 -0.661 -0.527
H: 1.804 -1.328 0.951
H: 0.131 0.125 2.243
H: 1.373 0.944 1.502
H: -1.163 0.758 -0.179
H: -1.107 1.988 1.032
H: 0.875 2.805 0.051
H: 0.706 1.656 -1.121
O: -2.288 2.740 -2.135
H: -2.325 1.932 -1.651
H: -1.368 3.023 -2.005

***

| no. | maximum force (eV/A) |
| --- | --- |
| 1 | 6.16 |
| 2 | 1.01 |
| 3 | 3.46 |
| 4 | 2.02 |